Entry 1:
# C17H33AsN4O3PRuS2Si2

A structure of composition C17H33AsN4O3PRuS2Si2 (ωB97M-V/def2-TZVPD, the Open Molecules 2025 dataset).

Each line ends with the Löwdin charge.
Cartesian coordinates (Å):
Ru1 0.57388 -0.92912 0.32629  0.294
S1 0.40204 -1.00707 2.70345  0.568
C1 -0.92214 -2.08666 2.40131  -1.038
S2 -0.99876 -2.43420 0.66761  0.623
C2 -1.82380 -2.53459 3.30496  -0.342
C3 -2.89938 -3.39570 2.91625  -0.219
N1 -3.75254 -4.09480 2.59354  0.186
C4 -1.72248 -2.10521 4.66806  -0.223
N2 -1.59405 -1.72405 5.74478  0.194
C5 3.16225 -3.10792 0.63064  0.008
C6 3.50155 -1.66268 0.58647  -0.370
N3 2.65525 -0.65957 0.42459  -0.081
C7 3.38524 0.51412 0.46379  -0.123
C8 4.69081 0.20933 0.65121  -0.054
N4 4.74516 -1.16221 0.72022  0.125
H1 2.08221 -3.23799 0.56522  0.048
H2 3.50018 -3.55710 1.56450  0.099
H3 3.61800 -3.64369 -0.20233  0.094
H4 2.91460 1.47563 0.36990  0.093
H5 5.56344 0.83011 0.74274  0.124
H6 5.57506 -1.71087 0.87132  0.173
C9 1.54338 0.95952 -2.93607  -0.097
O1 0.54425 -0.06753 -3.00922  -0.338
P1 0.61896 -1.28199 -1.95100  0.567
O2 -0.55613 -2.18886 -2.48549  -0.342
C10 -0.92053 -2.42906 -3.85746  -0.069
O3 2.01187 -2.00089 -2.29373  -0.320
C11 2.41702 -2.39463 -3.61590  -0.078
H7 2.47329 0.61705 -3.38979  0.090
H8 1.73146 1.24619 -1.89974  0.041
H9 1.16132 1.81518 -3.48584  0.093
H10 -1.94443 -2.78956 -3.84201  0.100
H11 -0.27329 -3.19007 -4.28749  0.086
H12 -0.85949 -1.50969 -4.43664  0.087
H13 3.50089 -2.32218 -3.65275  0.095
H14 1.98166 -1.74152 -4.37238  0.088
H15 2.11634 -3.42479 -3.79743  0.093
C12 -3.80453 1.58921 0.21540  -0.210
Si1 -2.43199 1.49366 -1.03996  0.309
C13 -2.74639 0.08195 -2.20147  -0.203
C14 -2.12955 3.10105 -1.92613  -0.201
As1 -0.51135 1.05957 0.34447  0.862
Si2 -0.71103 2.27561 2.42817  0.278
C15 -1.16604 3.98054 1.80357  -0.224
C16 -2.01782 1.58746 3.55041  -0.189
C17 0.99203 2.36554 3.17236  -0.228
H16 -4.75978 1.72062 -0.29880  0.049
H17 -3.68495 2.42118 0.90932  0.015
H18 -3.86787 0.66324 0.79275  0.041
H19 -3.73663 0.23771 -2.63898  0.053
H20 -2.75499 -0.87416 -1.67578  0.030
H21 -2.01775 0.03955 -3.00913  0.014
H22 -3.04522 3.39524 -2.44570  0.047
H23 -1.33965 3.00553 -2.67266  0.028
H24 -1.86055 3.90349 -1.23934  0.022
H25 -2.16126 4.02696 1.36071  0.016
H26 -0.44420 4.35560 1.07487  0.033
H27 -1.15710 4.66590 2.65576  0.045
H28 -2.97321 1.44632 3.04382  0.024
H29 -2.17346 2.30470 4.36168  0.051
H30 -1.70804 0.64071 3.99455  0.000
H31 1.68546 2.88283 2.50676  0.029
H32 1.41059 1.39808 3.44330  -0.011
H33 0.91223 2.95895 4.08841  0.047

- Net charge: +1
- HOMO energy (spin up / spin down): -10.94 / -10.93 eV
- HOMO-LUMO gap (spin up / spin down): 6.17 / 6.40 eV

---

Entry 2:
# C12H13ClN2

An isolated molecule of C12H13ClN2 in a non-equilibrium geometry (ωB97M-V/def2-TZVPD, the Open Molecules 2025 dataset).

Each line ends with the Löwdin charge.
Cartesian coordinates (Å):
C1 0.50562 3.85973 1.22444  -0.060
C2 1.28686 3.31917 2.21689  -0.167
C3 -0.08632 2.85034 0.37091  -0.006
C4 1.75084 2.04779 2.37962  -0.023
C5 0.21881 1.48532 0.48258  -0.159
C6 -0.15902 0.30042 -0.25332  -0.216
C7 1.15824 1.12913 1.47088  -0.213
C8 0.57311 -0.71017 0.34382  -0.018
C9 -1.00887 0.19278 -1.46226  -0.190
C10 -0.87791 -1.03419 -2.32123  -0.201
C11 -1.27517 -2.39360 -1.67154  -0.205
C12 -0.15503 -2.95381 -0.87483  -0.734
N1 1.37008 -0.23690 1.35105  0.035
N2 -0.47010 -3.63803 0.30055  0.045
Cl1 1.30123 -3.47064 -1.61934  0.726
H1 0.18020 4.86049 1.12918  0.080
H2 1.66095 3.92928 2.99248  0.081
H3 -0.84960 2.96905 -0.32183  0.075
H4 2.38213 1.75911 3.25183  0.119
H5 -1.96728 0.21513 -0.98799  0.111
H6 -0.77022 1.03536 -2.07541  0.113
H7 -1.54400 -0.99684 -3.25429  0.137
H8 0.14275 -1.01492 -2.59618  0.085
H9 -2.23520 -2.30493 -1.17346  0.118
H10 -1.48526 -3.08838 -2.50797  0.121
H11 1.50658 -0.97526 2.03711  0.138
H12 0.25216 -3.87895 0.90053  0.057
H13 -1.40557 -3.25646 0.66776  0.148

- HOMO energy (spin up / spin down): -6.92 / -7.06 eV
- HOMO-LUMO gap (spin up / spin down): 6.51 / 7.09 eV

---

Calculated total energy across the listed records, respectively: -140401.0264 -28153.2880 eV.
Energy above the lowest of the compared OMol25 structures with the same formula, charge and spin across the listed records, respectively: 0.0 226.4 kJ/mol.